A 10-piece molecular cluster, C28H65N8O12 overall. Source: the Open Molecules 2025 dataset; level of theory: ωB97M-V/def2-TZVPD.

Summary:
multiplicity	2
total charge	0
gap between HOMO and LUMO (alpha / beta)	8.991 / 6.796	eV
calculated total energy	-2446.7195	Ha
⟨S²⟩	0.7545

Structure (XYZ):
```
113
Properties=species:S:1:pos:R:3:forces:R:3:mulliken_charge:R:1
C 14.1858 -20.2485 -22.8968 0.0 -0.1 0.5 -0.175
C 14.4598 -19.8542 -24.3390 -0.6 1.1 0.5 1.284
C 14.2332 -18.2833 -24.4563 0.6 0.5 -0.3 -1.275
O 15.7285 -20.2246 -24.7334 -0.7 0.2 -0.2 -0.267
H 15.0652 -19.9322 -22.3358 -0.1 0.0 0.3 -0.276
H 14.0256 -21.3108 -22.7129 0.3 -0.2 -0.3 -0.476
H 13.2872 -19.7935 -22.4803 0.0 0.4 -0.2 0.544
H 13.7194 -20.2920 -25.0085 0.0 -0.1 -0.5 -0.210
H 14.9579 -17.7085 -23.8795 0.6 -0.4 -0.2 0.250
H 13.2995 -17.8869 -24.0573 -0.5 -1.0 0.2 0.536
H 14.2658 -17.9135 -25.4811 0.5 -0.4 -0.2 0.004
C 7.1962 -17.4731 -28.6286 -1.2 1.0 -0.6 -0.709
O 8.5692 -17.7275 -28.3495 -0.1 -0.3 0.3 -0.306
C 9.0530 -17.4457 -27.1351 0.1 0.6 1.3 0.674
O 8.5119 -16.7155 -26.3051 1.6 -1.8 -1.6 -0.562
O 10.2824 -18.1095 -27.0233 -2.5 0.8 -1.6 -0.274
C 11.0496 -17.7430 -25.9326 0.8 0.2 1.9 -0.867
H 7.0868 -16.8228 -29.4965 0.7 -0.2 -0.4 0.265
H 6.6087 -16.8793 -27.9284 0.7 -0.4 0.9 0.341
H 6.6283 -18.3737 -28.8623 0.5 -0.3 0.3 0.273
H 12.0706 -18.1238 -25.9598 -0.1 -0.2 -1.0 -0.091
H 10.6635 -18.2240 -25.0338 -0.4 0.5 0.3 0.661
H 11.1375 -16.6587 -25.8650 -0.2 0.0 0.4 0.570
C 11.2899 -21.7090 -24.9957 -0.5 -0.5 0.2 -0.381
C 10.4107 -21.5117 -23.7527 1.4 2.2 1.4 0.763
O 9.7850 -20.4653 -23.5850 -0.2 -0.7 -0.8 -0.662
N 10.4927 -22.3902 -22.7293 0.0 -2.1 0.6 -0.149
C 11.4998 -23.4538 -22.5580 -0.1 1.0 -2.0 -0.707
H 11.5108 -20.7666 -25.4969 -0.9 0.0 -0.1 -0.158
H 10.6676 -22.4059 -25.5571 0.2 0.2 -0.8 0.529
H 12.2832 -22.1535 -24.9340 -0.2 -0.4 0.8 -0.167
H 9.9385 -22.2962 -21.8902 -0.3 0.8 -0.5 0.261
H 11.1723 -24.2328 -21.8695 0.3 0.5 0.2 0.379
H 12.4324 -22.9117 -22.4015 0.3 -0.7 1.0 0.136
H 11.6597 -23.9218 -23.5293 -0.1 -0.4 0.0 0.227
C 16.7750 -23.0620 -21.5979 -0.7 1.4 -2.5 -0.053
C 16.1121 -23.9945 -22.6350 2.1 0.5 2.9 0.566
O 16.1838 -25.1785 -22.4373 -0.4 -1.7 -0.4 -0.669
N 15.5231 -23.4368 -23.6727 -1.9 0.8 -2.8 0.036
C 14.8916 -24.2182 -24.7184 -0.9 -1.0 0.2 -1.135
H 16.9024 -22.1087 -22.1108 -0.3 0.5 0.0 -0.360
H 17.8319 -23.2781 -21.4418 -0.5 -0.8 1.0 0.382
H 16.0324 -22.8257 -20.8358 0.7 -0.5 0.7 0.228
H 15.4251 -22.4484 -23.8556 0.7 0.0 0.8 0.043
H 15.4510 -24.2480 -25.6535 0.1 -0.2 0.2 0.264
H 13.8547 -23.9653 -24.9397 0.0 1.2 -0.1 0.218
H 14.6328 -25.2171 -24.3673 1.1 -0.3 0.1 0.446
C 13.0789 -16.5453 -28.5563 -0.2 0.2 0.2 -0.427
C 14.3011 -17.3444 -28.8952 -0.7 -0.9 2.9 0.660
O 14.7595 -18.1518 -28.1154 0.1 -0.6 0.8 -0.550
N 14.7900 -17.1507 -30.0757 0.6 1.2 -2.8 -0.197
C 16.0059 -17.7821 -30.5566 -0.5 0.1 -1.4 -0.853
H 13.3172 -15.6098 -28.0500 0.3 0.1 -0.1 0.044
H 12.5136 -17.1288 -27.8296 -0.2 0.1 -0.5 -0.388
H 12.5462 -16.3128 -29.4784 -0.5 0.0 0.3 0.580
H 14.3197 -16.3794 -30.5274 0.7 -0.2 -0.7 0.200
H 15.9040 -18.8673 -30.5624 0.4 0.1 1.2 0.216
H 16.8970 -17.3252 -30.1260 0.0 -0.7 0.3 0.284
H 16.0654 -17.6464 -31.6364 -0.1 0.7 -0.1 0.396
C 14.4892 -14.9354 -25.1548 -0.1 0.7 -1.3 -0.569
C 15.5515 -14.8079 -26.2810 2.1 -4.2 0.1 0.578
O 16.4206 -15.7067 -26.4177 -1.9 2.4 0.6 -0.542
N 15.5182 -13.7360 -27.0958 -0.5 1.4 -1.5 -0.249
C 16.4615 -13.4947 -28.2272 0.0 -0.1 0.9 -0.816
H 15.0194 -15.2046 -24.2413 -0.2 0.4 0.0 0.252
H 13.6886 -15.6539 -25.3308 0.6 -0.7 -0.4 -0.161
H 13.8742 -14.0355 -25.1518 0.5 0.5 0.8 0.471
H 14.5734 -13.4310 -27.2812 0.1 0.5 0.2 0.265
H 16.5734 -12.4367 -28.4643 -0.4 0.2 0.5 0.328
H 16.1674 -13.9340 -29.1804 0.0 -0.6 0.2 0.247
H 17.4451 -13.8211 -27.8894 -0.2 -0.4 -0.3 0.305
C 16.0729 -19.2543 -19.1256 0.3 -0.9 -0.3 0.107
C 17.2114 -20.2591 -18.9618 -1.3 1.3 -2.7 0.273
O 17.8370 -20.6306 -19.9628 0.2 0.0 1.4 -0.617
N 17.3902 -20.6115 -17.7052 1.5 -2.0 0.2 -0.258
C 18.6879 -21.2144 -17.3399 0.6 1.2 1.0 -0.948
H 16.4877 -18.2533 -19.2435 -0.2 0.1 0.3 0.145
H 15.4182 -19.3974 -18.2659 -0.3 0.6 -0.1 0.531
H 15.5553 -19.4881 -20.0560 -0.1 0.0 0.1 -0.509
H 16.7886 -20.2065 -17.0022 0.5 -0.1 0.0 0.234
H 19.3474 -21.6863 -18.0682 -1.3 -0.2 -0.8 0.316
H 18.6371 -21.8877 -16.4842 -0.3 0.3 0.0 0.310
H 19.2736 -20.3220 -17.1196 0.5 -0.2 0.8 0.368
C 14.1084 -15.4451 -17.6122 0.2 -0.7 -0.3 -1.478
C 14.3456 -16.0858 -19.0058 1.6 3.1 1.5 0.831
O 15.2760 -15.8480 -19.7467 1.4 0.2 0.2 -0.634
N 13.3581 -16.8052 -19.3811 -3.8 -0.3 1.1 -0.032
C 13.2533 -17.4275 -20.6148 0.0 -2.2 -1.5 -0.949
H 13.1581 -14.9130 -17.5679 0.3 0.7 -0.5 0.395
H 14.9777 -14.8510 -17.3301 -0.3 0.0 0.1 0.335
H 13.8664 -16.2211 -16.8860 0.7 -0.3 0.2 0.384
H 12.5484 -16.7851 -18.7776 0.1 -0.3 -0.2 0.244
H 14.0498 -17.1468 -21.3039 0.0 0.0 0.3 0.312
H 12.3011 -17.3338 -21.1371 -0.1 0.4 0.3 0.373
H 13.3555 -18.4698 -20.3129 0.1 -0.6 -1.1 0.267
O 16.7763 -20.6373 -28.9672 -0.1 -1.2 0.5 -0.580
C 16.4549 -21.7707 -28.6342 0.3 -0.2 -2.5 0.667
N 15.9823 -22.1390 -27.4432 -0.2 0.0 0.9 -0.065
C 16.5426 -22.9793 -29.6212 -0.5 -0.1 -0.5 -1.191
H 15.7128 -23.1017 -27.2993 0.1 0.5 0.2 0.123
H 15.9740 -21.4393 -26.7149 -0.2 -0.1 0.2 0.145
H 16.0812 -22.8145 -30.5949 0.4 1.0 -0.1 0.318
H 15.9572 -23.8697 -29.3919 0.1 -0.1 1.1 0.345
H 17.5655 -23.3125 -29.7968 0.1 0.3 0.1 0.273
O 17.5337 -17.7374 -23.8864 0.9 -0.6 2.2 -0.611
C 17.9995 -18.3265 -22.8815 -2.0 0.7 -2.1 0.661
N 18.0280 -19.7011 -22.9134 0.5 1.1 0.9 -0.239
C 18.4561 -17.5714 -21.6392 1.1 -0.8 0.0 -0.987
H 18.2513 -20.1801 -22.0527 -0.3 -0.2 0.0 0.287
H 17.3841 -20.0908 -23.5868 0.2 -0.2 0.0 0.066
H 17.7919 -16.8104 -21.2297 -0.3 -0.1 -0.6 0.184
H 19.4127 -17.1183 -21.8994 -0.1 0.4 -0.1 0.354
H 18.7346 -18.2428 -20.8269 -0.3 -0.3 0.0 0.226
```
Forces are in eV/Å.